ORCA calculation (ωB97M-V/def2-TZVPD) on C19H35BaNO2P2 as an isolated structure in a non-equilibrium geometry.

Output
* DFT total energy: -45125.244 eV
* charge: 0

Each line ends with the Mulliken charge.
CARTESIAN COORDINATES (ANGSTROEM)
P 1.43709 -0.30505 -2.46450  0.5351
P 2.32772 -2.28725 -0.00893  0.3361
C 3.23093 -0.43276 -1.90109  -1.1232
C 3.58202 -1.77260 -1.26357  -1.0587
H 3.38518 0.39920 -1.19982  0.5470
H 3.84626 -0.22551 -2.78775  0.4895
H 3.63571 -2.56233 -2.02008  0.3757
H 4.55253 -1.71774 -0.76620  0.4560
C 2.68293 -1.02645 1.26183  -1.1589
H 2.00299 -1.14449 2.11244  0.3555
H 2.54520 -0.00412 0.89010  0.2453
H 3.71707 -1.14399 1.61176  0.4994
C 3.06449 -3.78373 0.67848  -1.2604
H 4.00667 -3.56056 1.18391  0.3836
H 3.23686 -4.52042 -0.11030  0.3659
H 2.36550 -4.22416 1.39786  0.3679
C 1.60994 1.51508 -2.80067  -1.3551
H 0.63023 1.97773 -2.97798  0.3247
H 2.24099 1.67458 -3.68705  0.4938
H 2.08584 2.03297 -1.95834  0.4169
C 1.71148 -0.79675 -4.22778  -1.5194
H 1.94843 -1.86609 -4.28415  0.3385
H 2.54494 -0.21676 -4.64971  0.4510
H 0.80433 -0.59409 -4.81180  0.3802
Ba -0.46849 -2.25748 -0.73372  1.6199
C 0.35828 1.72331 2.22626  -0.7594
C 0.73158 3.01765 2.24877  -0.7409
C 0.08739 4.09373 1.41795  -0.7869
C -1.45093 4.04129 1.18436  -0.7600
C -1.81289 3.70025 -0.23407  -0.6390
C -1.25461 2.68539 -0.88358  -0.8484
C -0.27010 1.71560 -0.24461  0.4839
C -0.53412 1.15872 1.18290  0.7766
C -2.83570 -1.53266 -2.19067  -1.5432
H 0.66624 1.04177 3.03722  0.4341
H 1.51836 3.36377 2.93050  0.3922
H 0.62112 4.17751 0.46931  0.3124
H 0.29844 5.04085 1.92161  0.4897
H -1.91531 3.34226 1.89584  0.3145
H -1.85919 5.03372 1.41074  0.4537
H -2.66868 4.26362 -0.65736  0.3447
H -1.54117 2.43716 -1.91818  0.4149
H 0.76276 2.09178 -0.28184  0.2557
H -0.30359 0.82571 -0.89952  -0.2343
H -1.59543 1.26679 1.44084  -0.1486
H -0.39880 0.05421 1.19397  0.1654
H -3.33742 -2.49924 -2.00833  0.4103
H -2.60243 -1.29167 -3.23744  0.3096
H -3.22815 -0.68991 -1.59289  0.2931
O -2.07648 -3.75023 1.05130  -0.7704
C -2.73056 -2.81057 1.57476  0.2913
C -3.96701 -2.95079 2.47415  -0.5190
C -4.25675 -1.51911 2.89781  -0.4222
C -3.35349 -0.69677 1.97883  0.1796
O -3.48197 0.52484 1.82040  -0.7126
N -2.42476 -1.50360 1.34200  0.0068
H -4.82064 -3.33665 1.89828  0.2674
H -3.78717 -3.59492 3.33870  0.2892
H -5.30622 -1.22429 2.78348  0.2761
H -3.95740 -1.35677 3.94553  0.2172

---

ORCA calculation (ωB97M-V/def2-TZVPD) on C22H19BrN5O5STeY as an isolated structure in a non-equilibrium geometry.

Output
* DFT total energy: -130030.968 eV
* energy above the lowest of the compared OMol25 structures with the same formula, charge and spin: 6.8 kcal per mole
* charge: 0

Each line ends with the Mulliken charge.
CARTESIAN COORDINATES (ANGSTROEM)
Y -0.63046 0.31998 -1.08929  0.5338
O 4.23192 3.25755 1.81675  -0.5521
C 3.14659 2.75949 1.19593  0.8866
C 1.87027 2.81385 1.75923  -0.4363
C 0.82971 2.26882 1.04767  -0.2805
N 1.02230 1.67150 -0.12588  1.0223
C 2.22631 1.68023 -0.69791  0.1256
C 3.32868 2.20625 -0.07215  -0.7678
C 2.23342 1.10028 -2.10399  0.1396
O 3.29219 0.92829 -2.67572  -0.6841
O 1.04735 0.81031 -2.54970  -0.6539
C -0.63898 2.35207 1.46133  0.1867
O -0.90814 2.84926 2.54169  -0.7404
O -1.43352 1.88313 0.56578  -0.3324
H 3.98421 3.62095 2.67518  0.3108
H 1.67029 3.28375 2.71553  0.5125
H 4.29508 2.20010 -0.55697  0.6182
C -0.84395 3.84465 -2.45899  -0.9598
Te -2.25023 2.25456 -2.74031  0.3137
C -3.64638 3.07986 -1.38009  -0.8131
H -1.20823 4.75477 -2.92659  0.4544
H 0.09417 3.54039 -2.92060  0.2605
H -0.69700 4.00120 -1.39124  0.1872
H -3.95154 4.04695 -1.77091  0.3773
H -3.16936 3.16460 -0.40791  0.1307
H -4.49164 2.39688 -1.34379  0.3249
Br 0.92181 -0.04490 4.66401  -0.1499
C -0.49921 -0.31383 3.45716  -0.5716
C -1.81561 -0.17658 3.86064  -0.0513
C -2.80824 -0.36596 2.91720  -0.9412
C -2.45061 -0.64430 1.60974  -0.0822
N -1.18179 -0.76187 1.22273  0.4558
C -0.22035 -0.61633 2.14224  -0.0764
H -2.05098 0.08795 4.88248  0.4338
H -3.85175 -0.26628 3.18201  0.4315
H -3.20031 -0.76944 0.83600  0.3053
H 0.80351 -0.72955 1.80533  0.5323
N 2.19806 -3.16783 -2.32081  0.0455
C 1.74417 -1.91237 -2.14650  -0.7227
N 0.89887 -1.80494 -1.14350  0.2889
C 0.76727 -3.11722 -0.64205  -0.0341
C -0.02257 -3.64923 0.37828  0.1927
C 0.07502 -5.00194 0.64059  -0.9837
C 0.93126 -5.83691 -0.09127  -0.3823
C 1.70432 -5.33535 -1.11728  -1.2088
C 1.59806 -3.97286 -1.36987  0.4981
H 2.85851 -3.44871 -3.02354  0.2221
H 2.06848 -1.10250 -2.78013  0.4489
H -0.71231 -3.03080 0.92580  0.4475
H -0.53192 -5.43230 1.42700  0.4353
H 0.97429 -6.89291 0.14341  0.3850
H 2.35533 -5.97231 -1.70295  0.4055
S -2.27366 -1.96205 -1.79521  -0.3261
C -3.45066 -0.83768 -2.14362  0.5131
N -4.23211 -0.01068 -2.38497  -0.6754

---

ORCA calculation (ωB97M-V/def2-TZVPD) on a 3-piece molecular cluster, C5H18NO2 overall in a non-equilibrium geometry.

Output
* DFT total energy: -11056.073 eV
* energy above the lowest of the compared OMol25 structures with the same formula, charge and spin: 11.7 kcal per mole
* charge: +1

Each line ends with the Mulliken charge.
CARTESIAN COORDINATES (ANGSTROEM)
C -1.24287 0.66738 -1.29594  -0.8666
C -1.04060 0.49023 0.18351  -0.4664
C 0.28352 1.08054 0.65667  -0.4938
C 0.28526 1.56648 2.12586  -0.6015
C 0.72466 0.48781 3.13526  -1.1037
N -0.25725 -0.12259 -2.09900  -0.1989
H -1.32229 1.67382 -1.67828  0.4490
H -2.21626 0.28919 -1.61194  0.3578
H -1.86987 0.91037 0.75780  0.4449
H -1.13742 -0.57762 0.40827  0.2702
H 1.11188 0.37200 0.53822  0.1547
H 0.59581 1.96281 0.08475  0.4340
H 1.00090 2.38770 2.19014  0.3206
H -0.69577 1.91639 2.41487  0.3392
H -0.14019 -0.03578 3.54198  0.2905
H 1.24357 0.90262 3.99281  0.3537
H 1.35364 -0.26827 2.66250  0.2909
H -0.08262 -1.10583 -1.87529  0.2733
H -0.61434 -0.09332 -3.05634  0.3590
H 0.65047 0.33710 -2.21018  0.3791
H 3.08074 -1.60614 -2.43994  0.3033
H 3.03507 -0.45620 -1.46175  0.3222
O 2.45887 -1.07527 -1.92802  -0.6229
H -1.08516 -3.69629 -1.14186  0.3114
H -2.48374 -3.09809 -0.74275  0.3028
O -1.63602 -2.90902 -1.15134  -0.6031

---

ORCA calculation (ωB97M-V/def2-TZVPD) on C9H21Cl2O3OsP2 as an isolated structure in a non-equilibrium geometry.

Output
* DFT total energy: -61874.017 eV
* energy above the lowest of the compared OMol25 structures with the same formula, charge and spin: 7.6 kcal per mole
* charge: +3
* spin multiplicity: 5

Each line ends with the Löwdin spin population.
CARTESIAN COORDINATES (ANGSTROEM)
C 1.41404 3.87678 -1.97302  0.0029
C 1.46013 2.54886 -1.49793  0.0174
H 2.37638 4.27915 -2.38024  0.0007
H 1.05954 4.48221 -1.11084  0.0009
H 0.61210 3.89653 -2.74327  0.0006
O 2.13177 1.56490 -1.38893  0.0632
Cl -1.13494 2.46004 -0.67850  0.3542
Os -0.04902 0.49535 -0.16912  2.3493
P -0.43381 -0.85100 -1.92006  0.0716
C 0.73607 -2.23748 -2.23223  0.0093
C -2.01662 -1.77071 -2.13686  0.0175
H -0.97834 0.98792 -3.38256  -0.0003
H -0.61701 -0.53707 -4.27330  0.0079
H 0.72118 0.45111 -3.59547  0.0000
C -0.31311 0.11984 -3.44588  0.0526
H -2.85385 -1.11163 -1.87792  0.0065
H -2.10180 -2.09941 -3.18319  -0.0009
H 0.59095 -2.61492 -3.25289  0.0003
H 0.54526 -3.05543 -1.52455  0.0000
H -2.04514 -2.65098 -1.48099  0.0006
H 1.77346 -1.89967 -2.11413  -0.0003
C 1.73229 -0.21456 -0.07633  0.1101
O 2.82355 -0.62994 -0.00991  0.0961
Cl -2.40422 0.00664 0.44170  0.5002
C -0.61812 -1.61177 2.19130  0.0419
P -0.08356 -0.04597 2.92338  0.0208
C -1.43036 0.64032 3.89173  0.0202
C 1.28946 -0.44529 4.02658  0.0008
O 0.39374 0.99192 1.86752  0.2269
H -0.02344 -2.43341 2.60855  0.0007
H -0.48621 -1.58988 1.08124  0.0163
H -1.68166 -1.76470 2.40676  0.0046
H -1.64404 -0.04297 4.72769  0.0041
H -1.12131 1.61950 4.28482  0.0000
H -2.31952 0.75752 3.25854  0.0027
H 2.02682 -1.05032 3.47764  0.0000
H 1.75095 0.49170 4.36756  0.0001
H 0.91838 -1.01321 4.89310  0.0003

---

Question: charge of number 4 (C9H21Cl2O3OsP2)?
Answer: +3

---

Question: DFT total energy of number 3 (C5H18NO2)?
Answer: -11056.073 eV

---

Question: Number 3 is which compound?
Answer: C5H18NO2